Entry 1:
{
  "formula": "C5H10O",
  "method": "ωB97M-V/def2-TZVPD",
  "homo_lumo_gap_ev": 9.00,
  "e_above_lowest_kj_mol": 353.6,
  "homo_ev": -8.7,
  "energy_ev": -7391.1001,
  "symbols": ["C", "C", "O", "C", "C", "C", "H", "H", "H", "H", "H", "H", "H", "H", "H", "H"],
  "positions_angstrom": [[-0.104, 0.159, 2.092], [0.486, 0.379, 0.677], [1.731, 1.040, 0.753], [0.595, -1.006, 0.183], [-0.615, -1.443, -0.535], [-0.139, -0.936, -1.934], [0.487, -0.576, 2.649], [-1.147, -0.168, 2.065], [-0.037, 1.116, 2.616], [-0.195, 1.038, 0.115], [2.389, 0.329, 0.760], [0.954, -0.824, -1.965], [-0.757, -2.527, -0.546], [-1.562, -0.947, -0.273], [-0.582, 0.037, -2.160], [-0.406, -1.655, -2.710]],
  "forces_ev_per_angstrom": [[-0.1, -0.1, 0.1], [-0.2, -0.1, -0.1], [0.2, -0.1, 0.0], [-0.2, 0.2, -0.1], [-0.1, -0.1, 0.2], [0.0, 0.1, -0.2], [-0.1, 0.1, -0.1], [0.1, 0.1, 0.0], [0.0, -0.1, -0.1], [0.1, -0.1, 0.0], [0.0, 0.1, 0.0], [-0.1, 0.0, 0.0], [0.1, 0.2, 0.0], [0.2, 0.0, 0.0], [0.1, -0.2, 0.1], [0.0, 0.1, 0.1]],
  "lowdin_charge": [-0.0358, -0.5245, -0.0515, 0.0506, -0.2831, -0.0875, 0.0834, 0.0794, 0.0885, 0.1473, 0.0852, 0.0791, 0.0990, 0.1085, 0.0810, 0.0804]
}

Entry 2:
{
  "formula": "C24H25N4O9P2RuSe",
  "method": "ωB97M-V/def2-TZVPD",
  "homo_lumo_gap_ev": [7.56, 5.83],
  "e_above_lowest_kj_mol": 30.6,
  "multiplicity": 6,
  "homo_ev": [-7.3, -7.5],
  "energy_ev": -136192.7289,
  "symbols": ["Ru", "O", "C", "C", "C", "C", "C", "C", "C", "N", "N", "C", "O", "C", "C", "C", "C", "C", "C", "H", "H", "H", "H", "H", "H", "H", "H", "H", "H", "C", "C", "O", "P", "O", "O", "O", "P", "O", "O", "O", "H", "H", "H", "H", "H", "H", "H", "C", "N", "C", "Se", "N", "C", "C", "C", "C", "C", "C", "H", "H", "H", "H", "H", "H", "H", "H"],
  "positions_angstrom": [[-0.778, 0.308, -1.096], [-2.179, -0.759, -2.474], [-1.856, -0.921, -3.687], [-2.842, -0.764, -4.718], [-2.518, -0.922, -6.025], [-1.197, -1.282, -6.428], [-0.242, -1.478, -5.484], [-0.523, -1.307, -4.096], [0.471, -1.636, -3.166], [0.348, -1.448, -1.860], [1.209, -2.144, -1.102], [1.157, -1.694, 0.156], [0.537, -0.664, 0.525], [1.906, -2.483, 1.177], [2.151, -3.841, 1.000], [2.803, -4.562, 1.990], [3.226, -3.929, 3.151], [2.999, -2.569, 3.322], [2.337, -1.852, 2.338], [-3.838, -0.484, -4.403], [-3.276, -0.771, -6.784], [-0.967, -1.404, -7.477], [0.762, -1.768, -5.772], [1.380, -2.124, -3.511], [1.824, -4.317, 0.086], [2.986, -5.620, 1.853], [3.738, -4.494, 3.920], [3.337, -2.069, 4.220], [2.159, -0.791, 2.451], [-0.758, 5.267, -1.956], [-0.705, 3.808, -1.520], [-1.057, 3.673, -0.143], [0.975, 3.105, -1.620], [1.953, 4.170, -0.950], [1.417, 3.189, -3.131], [1.088, 1.768, -0.965], [-1.785, 2.669, -2.535], [-2.454, 3.567, -3.686], [-0.823, 1.703, -3.193], [-2.811, 2.147, -1.588], [-0.070, 5.863, -1.357], [-1.770, 5.644, -1.808], [-0.502, 5.379, -3.009], [-1.919, 3.223, -0.112], [2.380, 3.793, -0.172], [0.807, 2.602, -3.629], [-3.379, 3.746, -3.480], [-0.129, 1.867, 2.722], [-0.620, 0.544, 3.078], [-1.492, -0.177, 2.358], [-2.460, 0.379, 0.868], [-1.620, -1.378, 2.950], [-0.799, -1.454, 4.068], [-0.566, -2.461, 4.990], [0.327, -2.176, 6.008], [0.956, -0.929, 6.102], [0.718, 0.074, 5.178], [-0.169, -0.218, 4.153], [-0.205, 2.002, 1.646], [0.917, 1.931, 3.018], [-0.709, 2.639, 3.226], [-2.193, -2.107, 2.558], [-1.048, -3.425, 4.913], [0.543, -2.934, 6.748], [1.643, -0.744, 6.917], [1.206, 1.036, 5.252]],
  "forces_ev_per_angstrom": [[0.3, -0.8, -0.2], [0.1, 0.4, 0.3], [0.1, -0.1, -0.2], [0.1, 0.0, 0.1], [0.1, 0.0, -0.1], [-0.2, 0.0, 0.0], [0.0, 0.0, 0.2], [0.0, 0.1, -0.2], [-0.2, -0.1, 0.3], [0.3, 0.1, -0.5], [-0.1, 0.3, 0.3], [0.4, -0.3, -0.1], [-0.3, 0.2, 0.0], [0.0, 0.1, 0.0], [0.0, 0.0, 0.0], [0.0, 0.0, 0.0], [0.0, 0.0, 0.0], [0.0, 0.0, 0.0], [0.0, 0.0, 0.0], [0.0, 0.0, 0.0], [0.0, 0.0, 0.0], [0.0, 0.0, 0.0], [0.0, 0.0, 0.0], [0.0, -0.1, 0.0], [0.0, 0.0, 0.0], [0.0, 0.0, 0.0], [0.0, 0.0, 0.0], [0.0, 0.0, 0.0], [0.0, 0.0, 0.0], [0.0, 0.0, 0.0], [0.0, 0.0, 0.0], [-0.1, 0.2, 0.1], [0.0, 0.0, 0.0], [0.0, -0.1, 0.0], [0.0, 0.0, 0.0], [-0.3, 0.1, 0.0], [0.1, 0.3, -0.2], [0.1, 0.0, 0.1], [-0.1, -0.1, 0.1], [0.0, -0.1, 0.1], [0.0, 0.0, 0.0], [0.0, 0.0, 0.0], [0.0, 0.0, 0.0], [0.0, -0.1, 0.0], [0.0, 0.0, 0.0], [0.0, 0.0, 0.0], [0.0, 0.0, 0.0], [0.0, -0.1, 0.0], [0.1, 0.0, 0.0], [0.0, -0.1, -0.1], [-0.4, 0.2, 0.3], [0.1, 0.0, 0.1], [-0.1, 0.0, -0.1], [0.1, 0.0, 0.0], [0.0, 0.0, 0.0], [0.0, 0.0, 0.0], [0.0, 0.0, 0.0], [0.0, 0.1, -0.1], [0.0, 0.0, 0.0], [0.0, 0.0, 0.0], [0.0, 0.0, 0.0], [0.0, 0.0, 0.0], [0.0, 0.0, 0.0], [0.0, 0.0, 0.0], [0.0, 0.0, 0.0], [0.0, 0.0, 0.0]],
  "lowdin_charge": [1.2477, -0.1411, -0.3785, -0.0072, -0.0699, -0.0873, -0.0505, -0.1507, -0.0576, -0.1003, 0.0776, -0.4439, -0.1394, -0.1468, -0.0299, -0.0808, -0.0889, -0.0829, -0.0317, 0.1185, 0.1039, 0.0982, 0.1110, 0.1281, 0.1074, 0.1010, 0.0999, 0.0993, 0.1080, -0.0651, -0.5861, -0.1018, 0.4740, -0.0867, -0.1010, -0.3433, 0.3117, -0.1136, -0.3619, -0.3769, 0.0809, 0.0884, 0.0850, 0.0425, 0.0931, 0.0721, 0.0863, -0.0023, -0.0512, -0.6973, 0.7562, 0.1419, -0.1721, 0.0000, -0.0810, -0.0834, -0.0047, -0.1657, 0.0432, 0.0962, 0.1064, 0.1609, 0.1171, 0.1059, 0.1055, 0.1133]
}

Entry 3:
{
  "formula": "C3H6N2O",
  "method": "ωB97M-V/def2-TZVPD",
  "homo_lumo_gap_ev": 10.72,
  "e_above_lowest_kj_mol": 295.6,
  "smiles": "C[C@@H](C#N)NO",
  "homo_ev": -10.0,
  "energy_ev": -8233.6351,
  "symbols": ["C", "C", "C", "N", "N", "O", "H", "H", "H", "H", "H", "H"],
  "positions_angstrom": [[0.272, -1.282, -0.325], [-0.299, 0.115, -0.560], [-1.549, 0.327, 0.213], [-2.569, 0.349, 0.735], [0.451, 1.249, -0.046], [1.175, 1.005, 1.199], [-0.502, -2.034, -0.455], [1.075, -1.465, -1.036], [0.668, -1.365, 0.684], [-0.514, 0.312, -1.618], [1.202, 1.480, -0.696], [0.590, 1.309, 1.906]],
  "forces_ev_per_angstrom": [[0.1, 0.2, -0.2], [-0.7, 0.1, 1.6], [-0.6, -1.4, -0.9], [-0.1, 0.3, 0.4], [2.0, 1.2, 0.0], [-0.6, -0.5, -1.0], [0.0, 0.0, -0.1], [0.1, -0.1, 0.0], [0.0, 0.1, 0.0], [0.1, 0.0, 0.2], [0.0, 0.0, 0.3], [-0.1, 0.2, -0.3]],
  "lowdin_charge": [-0.0445, -0.3705, -0.2050, 0.1550, -0.0768, -0.0654, 0.0834, 0.0804, 0.0767, 0.1533, 0.1196, 0.0937]
}

Entry 4:
{
  "formula": "C34H50P2Pr",
  "method": "ωB97M-V/def2-TZVPD",
  "homo_lumo_gap_ev": [7.33, 7.46],
  "e_above_lowest_kj_mol": 0.0,
  "total_charge": 1,
  "multiplicity": 3,
  "homo_ev": [-10.0, -10.0],
  "energy_ev": -68709.0416,
  "symbols": ["Pr", "C", "C", "C", "C", "C", "C", "H", "H", "H", "C", "H", "H", "H", "C", "H", "H", "H", "C", "H", "H", "H", "C", "H", "H", "H", "C", "C", "C", "C", "C", "C", "C", "C", "H", "H", "H", "H", "H", "H", "H", "H", "H", "H", "H", "H", "P", "P", "C", "C", "H", "H", "H", "H", "C", "H", "H", "H", "C", "H", "H", "H", "C", "H", "H", "H", "C", "H", "H", "H", "C", "C", "C", "C", "C", "C", "C", "C", "C", "C", "H", "H", "H", "H", "H", "H", "H"],
  "positions_angstrom": [[1.312, 0.897, 0.844], [2.728, 2.578, -0.713], [1.533, 3.344, -0.702], [2.287, 3.208, 1.472], [3.233, 2.516, 0.628], [1.252, 3.719, 0.633], [3.336, 1.913, -1.896], [2.657, 1.915, -2.757], [3.633, 0.870, -1.694], [4.249, 2.451, -2.194], [4.243, 1.516, 1.067], [4.558, 0.863, 0.237], [3.884, 0.875, 1.896], [5.149, 2.020, 1.425], [2.180, 3.137, 2.952], [2.957, 3.755, 3.419], [2.300, 2.112, 3.349], [1.213, 3.531, 3.300], [0.101, 4.542, 1.087], [0.432, 5.576, 1.275], [-0.334, 4.172, 2.027], [-0.695, 4.588, 0.333], [0.741, 3.754, -1.888], [1.026, 4.772, -2.197], [-0.336, 3.767, -1.672], [0.916, 3.091, -2.743], [-2.597, -3.732, -3.874], [-2.269, -2.892, -4.864], [-3.210, -2.081, -5.706], [-4.614, -1.815, -5.109], [-4.601, -1.107, -3.784], [-4.497, -1.629, -2.556], [-4.419, -3.082, -2.197], [-3.959, -4.041, -3.323], [-3.350, -2.573, -6.685], [-5.203, -2.740, -5.109], [-2.743, -1.107, -5.925], [-4.739, -4.121, -4.088], [-1.803, -4.327, -3.404], [-1.222, -2.839, -5.188], [-3.881, -5.039, -2.861], [-3.734, -3.202, -1.341], [-4.571, -0.954, -1.692], [-5.407, -3.427, -1.845], [-5.119, -1.133, -5.811], [-4.728, -0.021, -3.885], [0.128, -0.514, -1.325], [-1.542, 1.086, 1.157], [-1.562, -1.058, -0.791], [-1.984, -0.656, 0.647], [-1.580, -2.151, -0.902], [-2.281, -0.666, -1.527], [-3.076, -0.716, 0.755], [-1.540, -1.345, 1.388], [-1.821, 1.230, 2.966], [-1.631, 2.277, 3.256], [-1.112, 0.584, 3.511], [-2.841, 0.956, 3.269], [-2.793, 2.132, 0.337], [-3.816, 1.752, 0.448], [-2.567, 2.196, -0.738], [-2.762, 3.145, 0.762], [1.269, -1.971, -1.235], [2.298, -1.622, -1.438], [0.999, -2.721, -1.991], [1.258, -2.452, -0.242], [0.071, -0.018, -3.073], [-0.451, 0.946, -3.159], [-0.433, -0.747, -3.720], [1.100, 0.114, -3.438], [4.458, -1.052, 6.340], [4.600, 0.132, 5.582], [3.825, 0.319, 4.456], [2.866, -0.639, 4.028], [2.071, -0.485, 2.870], [1.223, -1.489, 2.456], [1.082, -2.705, 3.199], [1.827, -2.881, 4.357], [2.731, -1.865, 4.797], [3.537, -2.029, 5.946], [5.072, -1.199, 7.228], [5.327, 0.892, 5.888], [3.972, 1.226, 3.871], [0.620, -1.414, 1.537], [0.392, -3.464, 2.825], [1.736, -3.805, 4.934], [3.439, -2.946, 6.531]],
  "forces_ev_per_angstrom": [[1.4, 0.6, 1.4], [-0.3, 0.3, 0.8], [0.2, -0.5, 0.3], [0.1, -0.4, -1.3], [-1.4, 0.4, -0.2], [0.5, -0.8, 0.1], [0.4, 0.1, -0.5], [0.2, 0.0, 0.2], [0.0, 0.2, -0.1], [-0.2, -0.3, -0.1], [0.9, -0.1, 0.3], [-0.1, 0.2, 0.3], [0.2, 0.2, -0.4], [0.0, -0.2, 0.0], [0.3, 0.3, 0.7], [-0.1, -0.2, 0.1], [-0.1, 0.4, -0.1], [0.3, -0.1, -0.1], [-0.3, 0.6, 0.2], [-0.2, -0.2, 0.0], [0.1, 0.1, -0.2], [0.2, 0.0, 0.2], [-0.2, 0.3, -0.4], [-0.2, -0.2, 0.0], [0.2, 0.0, -0.1], [-0.1, 0.1, 0.1], [0.5, 0.1, -0.3], [0.0, -0.5, 0.1], [-0.3, 0.3, 0.0], [-0.1, 0.1, -0.7], [0.0, 0.3, 0.4], [-0.4, 0.2, -0.3], [0.1, -0.4, -0.1], [-0.3, -0.4, 0.5], [0.1, 0.1, 0.3], [0.1, 0.5, 0.0], [-0.1, -0.2, 0.0], [0.4, -0.1, 0.3], [-0.1, 0.4, -0.2], [-0.3, -0.1, 0.2], [-0.2, 0.3, -0.2], [-0.2, 0.0, -0.1], [0.0, -0.1, -0.4], [0.3, 0.2, 0.0], [0.1, -0.3, 0.1], [0.2, -0.3, 0.3], [0.1, -0.1, 0.1], [-0.1, -0.1, 0.0], [0.0, -0.1, -0.3], [-0.1, 0.1, 0.3], [-0.2, 0.2, 0.1], [0.3, -0.1, 0.2], [0.2, -0.3, -0.1], [-0.2, 0.3, -0.2], [-0.4, -0.2, 0.1], [-0.1, -0.4, -0.1], [-0.2, 0.2, -0.2], [0.2, 0.1, -0.1], [-0.2, 0.1, -0.1], [0.2, 0.0, 0.1], [0.0, 0.0, 0.3], [0.1, -0.3, -0.2], [-0.2, -0.2, -0.3], [-0.4, -0.2, 0.1], [0.1, 0.1, 0.2], [-0.1, 0.3, -0.4], [-0.2, -0.1, -0.4], [0.2, -0.3, 0.1], [0.0, 0.0, 0.2], [-0.2, 0.0, 0.2], [-0.7, -0.6, -0.4], [-0.2, -0.1, -0.1], [0.1, 0.1, 0.2], [0.1, -1.3, 0.9], [-0.8, 0.9, -1.9], [0.6, -0.4, 1.4], [0.3, 0.0, 0.3], [-0.6, 0.2, -0.9], [0.3, 0.8, -0.4], [0.7, 0.5, 0.5], [-0.2, 0.0, -0.2], [-0.3, -0.3, -0.2], [-0.1, -0.3, 0.2], [-0.1, 0.0, 0.0], [0.2, 0.0, 0.3], [0.0, 0.3, -0.2], [0.0, 0.2, -0.1]],
  "lowdin_charge": [0.8795, -0.3085, -0.2691, -0.3073, -0.3178, -0.2812, -0.0277, 0.0683, 0.0771, 0.1052, -0.0358, 0.0943, 0.0454, 0.1110, -0.0216, 0.1077, 0.0531, 0.0875, -0.0331, 0.1038, 0.0655, 0.0710, -0.0259, 0.1029, 0.0732, 0.0648, -0.1107, -0.1252, -0.1855, -0.1990, -0.1002, -0.1387, -0.1861, -0.1972, 0.1221, 0.0998, 0.1091, 0.1004, 0.1015, 0.0994, 0.1138, 0.0968, 0.0929, 0.1224, 0.1135, 0.1057, 0.8143, 0.8121, -0.3678, -0.3677, 0.0833, 0.0650, 0.0862, 0.0789, -0.2291, 0.0494, 0.0525, 0.0593, -0.2373, 0.0555, 0.0468, 0.0477, -0.2264, 0.0561, 0.0572, 0.0447, -0.2314, 0.0486, 0.0375, 0.0502, -0.0634, -0.0698, -0.0493, -0.1789, -0.1880, -0.2180, -0.0684, -0.0241, -0.1592, -0.0286, 0.1062, 0.1107, 0.0823, 0.0150, 0.1013, 0.1159, 0.1135]
}

Entry 5:
{
  "formula": "C3H5O3Pt",
  "method": "ωB97M-V/def2-TZVPD",
  "homo_lumo_gap_ev": [7.93, 6.93],
  "e_above_lowest_kj_mol": 333.3,
  "total_charge": 1,
  "multiplicity": 3,
  "homo_ev": [-13.0, -14.3],
  "energy_ev": -12564.4527,
  "symbols": ["H", "O", "C", "C", "O", "O", "C", "H", "H", "H", "H", "Pt"],
  "positions_angstrom": [[-0.936, 2.495, -0.524], [0.759, 0.618, -0.953], [-0.578, 0.885, -0.820], [1.185, -0.355, 0.006], [-0.775, 1.842, 0.343], [-1.108, -0.351, -0.154], [-0.020, -1.272, 0.065], [1.393, 0.120, 0.977], [2.091, -0.840, -0.369], [-0.151, -1.777, 1.027], [-0.018, -2.010, -0.747], [-1.841, 0.644, 1.149]],
  "forces_ev_per_angstrom": [[-0.2, -0.1, 3.1], [-2.1, 1.5, -1.1], [5.1, -3.2, 1.4], [0.3, -0.7, 0.4], [4.0, 6.3, -8.1], [2.1, -2.8, -6.3], [1.0, -1.0, -0.1], [-0.1, 0.1, -0.4], [-0.3, 0.2, 0.0], [-0.1, 0.2, -0.3], [-0.2, 0.3, 0.1], [-9.5, -0.8, 11.2]],
  "lowdin_charge": [0.2315, 0.0101, -0.1711, -0.0984, -0.2230, -0.3050, -0.1081, 0.1455, 0.1558, 0.1454, 0.1533, 1.0640]
}